Record 1
ORCA calculation (the ωB97M-V functional and the def2-TZVPD basis) on a structure of composition C21H40ClN7ORu at a distorted geometry.

The geometry in XYZ format:
```
71
Properties=species:S:1:pos:R:3:lowdin_spin:R:1
Ru -0.30 0.47 0.33 1.001
C -2.03 3.90 -0.72 0.000
C -2.12 3.58 0.78 -0.004
N -1.10 2.68 1.33 -0.042
C -1.39 2.43 2.75 -0.001
C -0.50 1.33 3.31 0.000
N -0.81 0.05 2.66 0.022
C -2.06 -0.57 3.13 0.000
C -2.81 -1.35 2.04 0.000
C -3.50 -0.47 0.99 -0.002
N -2.62 -0.18 -0.15 -0.025
C -3.20 0.75 -1.12 -0.001
C -2.15 1.14 -2.16 0.000
N -0.96 1.76 -1.56 0.023
C -0.91 3.22 -1.52 0.001
H -1.86 4.97 -0.84 0.000
H -2.98 3.69 -1.19 0.000
H -3.10 3.14 1.00 0.000
H -2.09 4.53 1.34 -0.003
H -0.19 3.15 1.27 0.000
H -2.44 2.13 2.83 0.000
H -1.26 3.34 3.35 -0.002
H -0.64 1.25 4.39 0.000
H 0.55 1.57 3.12 0.000
H -0.04 -0.60 2.84 0.005
H -2.72 0.19 3.53 0.000
H -1.83 -1.26 3.95 0.000
H -3.57 -1.95 2.54 0.000
H -2.13 -2.04 1.54 0.000
H -3.80 0.48 1.43 0.000
H -4.41 -0.97 0.64 -0.001
H -2.43 -1.07 -0.63 0.000
H -3.55 1.63 -0.57 0.000
H -4.06 0.30 -1.63 -0.001
H -2.61 1.82 -2.89 0.000
H -1.84 0.24 -2.70 0.000
H -0.14 1.46 -2.10 0.003
H -0.96 3.62 -2.54 0.000
H 0.06 3.51 -1.12 0.000
Cl 4.73 3.78 1.11 0.000
C 4.00 2.24 1.19 -0.001
C 4.73 1.10 1.54 0.002
C 4.07 -0.12 1.59 0.000
C 2.72 -0.17 1.32 0.002
N 2.01 0.92 0.98 -0.007
C 2.64 2.09 0.91 0.000
H 5.78 1.17 1.76 0.000
H 4.61 -1.02 1.86 0.000
H 2.17 -1.10 1.37 0.001
H 2.05 2.96 0.64 0.000
C -0.34 -3.53 -0.35 0.000
N 0.77 -3.40 -1.25 0.001
C 1.30 -4.64 -1.79 0.000
C 2.09 -4.38 -3.06 0.000
C 3.06 -3.24 -2.83 0.000
N 2.36 -2.08 -2.33 0.000
C 2.86 -0.78 -2.72 0.000
C 1.25 -2.17 -1.56 0.002
O 0.68 -1.14 -1.13 0.027
H -1.28 -3.68 -0.90 0.000
H -0.42 -2.62 0.26 0.000
H -0.19 -4.40 0.30 0.000
H 0.46 -5.31 -1.98 0.000
H 1.94 -5.11 -1.03 0.000
H 1.40 -4.12 -3.87 0.000
H 2.63 -5.28 -3.35 0.000
H 3.57 -2.97 -3.75 0.000
H 3.83 -3.53 -2.10 0.000
H 2.62 -0.58 -3.76 0.000
H 3.95 -0.76 -2.61 0.000
H 2.42 -0.01 -2.09 0.000
```

Properties
Energy above the lowest of the compared OMol25 structures with the same formula, charge and spin in kcal per mole: 0.0
Charge: +3
Electronic energy in a.u.: -1836.8521
Multiplicity: 2
E_LUMO (alpha / beta) in eV: -11.49 / -11.17

---

Record 2
ORCA calculation (the ωB97M-V functional and the def2-TZVPD basis) on a structure of composition C35H39BCoF2N7O2P3Se2.

The geometry in XYZ format:
```
92
Properties=species:S:1:pos:R:3:lowdin_spin:R:1
Co -0.09 -1.27 0.19 0.941
N 1.66 -2.49 0.59 0.024
C 2.55 -2.71 -0.56 0.005
C 1.80 -3.31 -1.75 0.000
C 0.85 -2.34 -2.43 0.001
O 0.94 -2.11 -3.64 0.001
O -0.04 -1.77 -1.69 -0.003
H 2.15 -2.03 1.35 0.001
H 1.30 -3.37 0.94 0.000
H 3.39 -3.36 -0.30 0.001
H 2.97 -1.74 -0.84 0.000
H 1.22 -4.18 -1.42 0.000
H 2.52 -3.65 -2.49 0.000
Se -3.29 1.13 4.85 0.000
P -1.50 2.12 4.40 0.000
C -1.81 3.80 3.80 0.000
C -2.63 4.64 4.56 0.000
C -2.93 5.91 4.11 0.000
C -2.45 6.36 2.88 0.000
C -1.66 5.51 2.11 0.000
C -1.35 4.24 2.57 0.000
C -0.40 2.21 5.84 0.000
C 0.32 1.06 6.16 0.000
C 1.05 0.99 7.33 0.000
C 1.06 2.07 8.21 0.000
C 0.35 3.22 7.90 0.000
C -0.37 3.29 6.71 0.000
C -0.48 1.28 3.15 0.000
C 0.80 1.50 2.58 -0.001
N 1.04 0.45 1.77 0.003
N -0.02 -0.33 1.84 -0.006
N -0.94 0.12 2.65 -0.001
P 2.10 2.74 2.50 0.000
Se 2.06 3.81 0.66 0.000
C 2.07 3.85 3.94 0.000
C 1.49 5.10 3.82 0.000
C 1.55 6.00 4.87 0.000
C 2.22 5.67 6.04 0.000
C 2.81 4.41 6.16 0.000
C 2.73 3.51 5.12 0.000
C 3.61 1.75 2.71 0.000
C 3.63 0.60 3.51 0.000
C 4.81 -0.10 3.69 0.000
C 5.98 0.33 3.08 0.000
C 5.97 1.47 2.28 0.000
C 4.78 2.17 2.10 0.000
H -3.07 4.28 5.48 0.000
H -3.57 6.56 4.71 0.000
H -2.69 7.35 2.53 0.000
H -1.27 5.84 1.16 0.000
H -0.72 3.61 1.97 0.000
H 0.28 0.20 5.49 0.000
H 1.60 0.09 7.57 0.000
H 1.62 2.01 9.13 0.000
H 0.37 4.07 8.57 0.000
H -0.90 4.21 6.48 0.000
H 1.02 5.39 2.89 0.000
H 1.09 6.98 4.77 0.000
H 2.29 6.38 6.86 0.000
H 3.33 4.14 7.07 0.000
H 3.20 2.54 5.23 0.000
H 2.72 0.25 3.98 0.000
H 4.81 -0.99 4.31 0.000
H 6.90 -0.22 3.22 0.000
H 6.87 1.80 1.80 0.000
H 4.76 3.05 1.47 0.000
F -3.03 -1.55 0.22 -0.004
B -1.81 -2.14 0.36 -0.023
F -1.93 -3.48 0.48 -0.004
C -2.74 2.55 -2.77 0.000
N -2.28 1.20 -3.31 -0.001
C -0.99 1.41 -4.12 0.000
N -0.01 2.08 -3.35 0.005
C -0.52 3.35 -2.84 0.000
N -1.72 3.19 -2.02 0.005
C -1.42 2.48 -0.75 0.010
P -0.75 0.77 -1.01 0.036
C -2.06 0.22 -2.19 -0.003
C 0.52 1.23 -2.27 0.008
H -3.63 2.37 -2.17 0.000
H -3.00 3.15 -3.65 0.000
H -2.99 0.83 -3.93 0.000
H -1.28 2.00 -4.99 0.000
H -0.64 0.42 -4.41 0.000
H -0.77 4.00 -3.69 0.000
H 0.25 3.83 -2.24 0.000
H -2.32 2.44 -0.13 0.000
H -0.67 3.06 -0.22 0.000
H -3.01 0.08 -1.66 0.000
H -1.74 -0.73 -2.62 0.000
H 0.92 0.32 -2.71 0.000
H 1.33 1.77 -1.76 0.001
```

Properties
Energy above the lowest of the compared OMol25 structures with the same formula, charge and spin in kcal per mole: 12.7
Electronic energy in a.u.: -9325.3210
Multiplicity: 2
E_LUMO (alpha / beta) in eV: -0.23 / -0.23

---

Record 3
ORCA calculation (the ωB97M-V functional and the def2-TZVPD basis) on the molecule C4H7NO2 at a distorted geometry.

The geometry in XYZ format:
```
14
Properties=species:S:1:pos:R:3:nbo_charge:R:1
O 2.40 -1.33 0.35 -0.440
C 0.71 0.43 0.33 -0.310
C -0.27 1.53 0.12 -0.240
N -1.47 0.86 -0.43 -0.607
C -1.29 -0.60 -0.34 -0.253
C 0.20 -0.73 -0.04 0.258
O 0.96 -1.87 -0.04 -0.249
H 2.63 -2.14 0.83 0.470
H 1.62 0.48 0.90 0.240
H -0.47 2.03 1.07 0.182
H 0.12 2.29 -0.57 0.192
H -1.60 1.14 -1.39 0.361
H -1.63 -1.09 -1.26 0.202
H -1.90 -1.01 0.48 0.194
```

Properties
Energy above the lowest of the compared OMol25 structures with the same formula, charge and spin in kcal per mole: 118.1
Electronic energy in a.u.: -361.6926
SMILES string: OOC1=CCNC1
E_LUMO in eV: 0.22

---

Record 4
ORCA calculation (the ωB97M-V functional and the def2-TZVPD basis) on a structure of composition C19H20AuFIN4O4Si at a distorted geometry.

The geometry in XYZ format:
```
51
Properties=species:S:1:pos:R:3:nbo_charge:R:1
Au -0.76 -0.47 0.36 1.230
C -0.11 0.58 3.72 -1.115
Si -1.30 1.56 2.63 1.738
C -2.98 0.74 2.37 -1.127
C -1.55 3.25 3.42 -1.136
N -0.53 1.46 1.02 -0.864
C 0.02 2.41 0.26 0.080
C -0.10 3.81 0.55 -0.167
C 0.44 4.77 -0.25 -0.212
C 1.16 4.42 -1.40 -0.085
C 1.34 3.08 -1.73 -0.303
C 0.78 2.12 -0.92 0.482
F 0.98 0.84 -1.26 -0.324
H -0.51 0.53 4.74 0.260
H 0.86 1.08 3.77 0.249
H 0.04 -0.44 3.36 0.238
H -3.51 0.69 3.32 0.267
H -2.91 -0.27 1.97 0.245
H -3.59 1.34 1.68 0.255
H -2.02 3.08 4.39 0.270
H -2.23 3.89 2.85 0.249
H -0.62 3.78 3.60 0.250
H -0.67 4.10 1.42 0.239
H 0.31 5.81 0.00 0.244
H 1.57 5.19 -2.04 0.241
H 1.89 2.77 -2.60 0.260
I 2.48 -4.66 3.86 0.253
C 2.08 -3.15 2.50 -0.297
C 3.00 -2.33 1.87 -0.022
N 2.30 -1.50 1.09 -0.317
N 0.99 -1.76 1.16 -0.339
C 0.83 -2.75 2.02 -0.034
H 4.07 -2.31 1.92 0.253
H 2.65 -0.89 0.36 0.441
H -0.14 -3.15 2.25 0.255
O -3.11 -3.36 -1.41 -0.561
C -2.06 -2.77 -1.27 0.773
O -1.68 -2.22 -0.15 -0.783
C -1.16 -2.64 -2.51 -0.177
C -1.69 -3.01 -3.74 -0.123
C -0.93 -2.88 -4.90 -0.204
C 0.35 -2.35 -4.84 -0.166
C 0.87 -1.99 -3.61 -0.006
C 0.14 -2.17 -2.44 -0.133
N 2.17 -1.35 -3.54 0.533
O 2.70 -1.01 -4.57 -0.342
O 2.66 -1.17 -2.43 -0.429
H -2.70 -3.39 -3.77 0.255
H -1.35 -3.17 -5.85 0.235
H 0.93 -2.21 -5.74 0.255
H 0.59 -1.92 -1.49 0.216
```

Properties
Energy above the lowest of the compared OMol25 structures with the same formula, charge and spin in kcal per mole: 25.4
Charge: +1
Electronic energy in a.u.: -2078.3960
Multiplicity: 3
E_LUMO (alpha / beta) in eV: -2.94 / -6.41

---

Record 5
ORCA calculation (the ωB97M-V functional and the def2-TZVPD basis) on a cluster of 6 separate species, C30H55N11O3 in total at a distorted geometry.

The geometry in XYZ format:
```
99
Properties=species:S:1:pos:R:3:mulliken_charge:R:1
N 1.90 -1.33 0.23 0.906
O 2.25 -1.15 1.42 -0.644
O 0.72 -1.66 -0.06 -0.639
O 2.74 -1.27 -0.71 -0.623
C 8.57 1.71 6.09 -1.107
C 7.74 2.13 4.83 -0.412
N 8.45 1.72 3.57 0.209
C 9.80 1.92 3.24 -0.346
C 9.93 1.64 1.91 -0.371
N 8.72 1.28 1.39 0.170
C 7.80 1.54 2.41 -0.249
C 8.41 1.12 -0.03 -0.820
H 7.96 1.93 6.96 0.381
H 9.56 2.16 6.04 0.329
H 8.65 0.62 6.08 0.346
H 7.43 3.17 4.77 0.343
H 6.84 1.51 4.83 0.339
H 10.51 2.31 3.96 0.371
H 10.80 1.65 1.27 0.419
H 6.73 1.48 2.27 0.397
H 8.50 0.08 -0.33 0.323
H 9.24 1.60 -0.56 0.338
H 7.48 1.56 -0.39 0.341
C 1.41 8.37 6.09 -1.076
C 2.16 7.48 5.05 -0.478
N 1.52 6.20 4.89 0.146
C 1.54 5.12 5.74 -0.376
C 0.67 4.11 5.30 -0.217
N 0.02 4.65 4.16 0.113
C 0.57 5.91 3.87 -0.212
C -1.12 4.03 3.51 -0.825
H 1.93 9.19 6.58 0.379
H 1.19 7.76 6.96 0.353
H 0.37 8.40 5.76 0.344
H 3.18 7.38 5.40 0.330
H 2.25 7.95 4.07 0.324
H 2.29 4.93 6.50 0.396
H 0.52 3.07 5.53 0.426
H 0.31 6.61 3.09 0.383
H -1.97 4.72 3.52 0.342
H -1.37 3.08 3.98 0.306
H -0.82 3.82 2.49 0.343
C -8.17 -6.95 -4.97 -1.072
C -6.92 -7.25 -5.80 -0.379
N -5.88 -6.28 -5.36 0.147
C -4.82 -6.71 -4.56 -0.333
C -4.01 -5.63 -4.28 -0.472
N -4.55 -4.52 -4.85 0.122
C -5.65 -4.91 -5.59 -0.056
C -3.98 -3.19 -4.77 -0.776
H -8.98 -7.67 -5.12 0.371
H -8.52 -5.93 -5.17 0.329
H -7.91 -6.96 -3.91 0.315
H -7.22 -6.95 -6.81 0.270
H -6.64 -8.30 -5.74 0.347
H -4.77 -7.77 -4.37 0.401
H -3.07 -5.66 -3.74 0.459
H -6.26 -4.28 -6.22 0.373
H -4.63 -2.68 -5.49 0.270
H -2.95 -3.21 -5.11 0.360
H -4.05 -2.81 -3.75 0.323
C -1.49 4.26 -4.67 -1.055
C -0.23 5.12 -4.84 -0.435
N 0.72 4.34 -5.60 0.182
C 1.49 3.31 -5.06 -0.367
C 2.24 2.83 -6.10 -0.458
N 1.84 3.35 -7.29 0.141
C 0.84 4.27 -6.95 -0.078
C 2.36 3.06 -8.57 -0.823
H -1.49 3.36 -4.05 0.351
H -1.94 3.91 -5.59 0.334
H -2.17 4.84 -4.05 0.378
H 0.32 5.32 -3.92 0.300
H -0.43 5.92 -5.56 0.272
H 1.49 3.14 -3.99 0.437
H 3.11 2.19 -6.04 0.433
H 0.37 4.90 -7.69 0.353
H 3.43 3.22 -8.71 0.347
H 1.79 3.59 -9.32 0.304
H 1.93 2.09 -8.82 0.385
C -7.26 -4.45 3.58 -1.035
C -6.45 -4.73 2.29 -0.546
N -5.28 -5.56 2.59 0.197
C -5.17 -6.98 2.71 -0.316
C -3.82 -7.13 3.25 -0.365
N -3.23 -5.88 3.34 0.092
C -4.02 -5.04 2.77 -0.198
C -1.93 -5.57 3.96 -0.796
H -6.76 -4.07 4.47 0.337
H -7.76 -5.38 3.86 0.329
H -8.02 -3.68 3.46 0.358
H -6.20 -3.82 1.75 0.377
H -6.96 -5.41 1.61 0.312
H -6.03 -7.62 2.53 0.435
H -3.23 -8.00 3.48 0.402
H -3.68 -4.02 2.81 0.409
H -2.03 -5.10 4.94 0.300
H -1.47 -4.99 3.16 0.409
H -1.30 -6.44 4.16 0.299
```

Properties
Energy above the lowest of the compared OMol25 structures with the same formula, charge and spin in kcal per mole: 68.2
Charge: +4
Electronic energy in a.u.: -2002.6859
E_LUMO in eV: -6.93

---

Record 6
ORCA calculation (the ωB97M-V functional and the def2-TZVPD basis) on the molecule C4H7NS3 at a distorted geometry.

The geometry in XYZ format:
```
15
Properties=species:S:1:pos:R:3:nbo_charge:R:1
C -0.39 0.58 -0.50 -0.360
C -0.71 0.34 0.98 -0.160
C 0.85 -1.92 -0.62 -0.536
C 0.87 1.48 -0.63 -0.625
N -1.27 -0.86 1.40 -0.714
S -0.27 -1.00 -1.48 0.362
S -2.33 0.52 1.68 0.235
S 1.63 -1.60 0.77 0.021
H -1.25 0.98 -1.08 0.246
H 0.12 0.84 1.53 0.227
H 0.86 -2.89 -1.07 0.213
H 0.85 2.10 0.33 0.211
H 0.98 2.19 -1.48 0.228
H 1.80 0.93 -0.68 0.233
H -1.74 -1.68 0.86 0.418
```

Properties
Energy above the lowest of the compared OMol25 structures with the same formula, charge and spin in kcal per mole: 57.8
Electronic energy in a.u.: -1405.8314
SMILES string: C[C@@H](SC=S)[C@@H]1NS1
E_LUMO in eV: -0.26